Computed, not measured: a structure of composition C57H48N10O4P4Se2Y, with ωB97M-V/def2-TZVPD.

```
126
Properties=species:S:1:pos:R:3:forces:R:3:mulliken_charge:R:1
Y -1.45631 -0.88076 0.68104 -0.783 -0.239 0.572 0.2673
O -5.48223 -4.21259 4.17477 0.035 0.035 -0.160 -0.5384
C -5.60449 -4.62687 2.91573 -0.016 0.035 0.122 0.3277
O -6.47217 -5.37939 2.56506 0.017 -0.038 0.004 -0.5752
C -4.60455 -4.12175 1.93058 -0.035 -0.065 -0.070 0.1779
C -4.48816 -4.60889 0.63823 0.073 0.058 0.056 -0.5518
N -3.51576 -3.91648 0.03806 0.156 -0.128 0.081 -0.1541
N -2.97460 -3.00002 0.84938 -0.006 0.216 -0.186 0.1237
C -3.63986 -3.11028 1.99682 0.068 -0.028 -0.013 -0.5176
C -3.25583 -2.13897 3.05314 0.190 -0.040 -0.039 0.5813
O -3.53248 -2.32539 4.22794 -0.130 0.097 -0.015 -0.8405
O -2.59365 -1.13934 2.57481 0.045 -0.018 0.113 0.6348
H -4.73684 -3.57481 4.28644 -0.032 -0.044 0.027 0.4522
H -5.03428 -5.39191 0.14265 -0.040 -0.032 -0.018 0.5791
H -3.10951 -3.98142 -0.89273 -0.037 0.056 0.039 0.2191
Se -1.59311 -3.92366 -6.28810 -0.015 0.051 0.051 -0.3625
P -0.42189 -2.48894 -5.33229 -0.018 0.029 0.105 -0.1966
C 1.33666 -2.94770 -5.30341 0.026 -0.064 -0.045 0.6272
C 2.01979 -3.17547 -4.11189 0.014 0.030 -0.007 0.2825
C 3.33667 -3.61054 -4.12821 -0.017 0.008 0.005 -0.7584
C 3.98395 -3.82502 -5.33417 -0.006 0.005 -0.021 -0.5610
C 3.30149 -3.62986 -6.52712 0.013 0.003 0.013 -1.0615
C 1.98225 -3.21100 -6.51195 -0.040 -0.041 -0.001 -0.4296
C -0.64976 -0.84161 -6.06615 0.036 0.019 -0.086 0.1682
C -1.53815 0.05682 -5.48395 -0.100 -0.022 -0.048 0.2204
C -1.83043 1.26240 -6.10656 -0.045 -0.046 -0.045 -0.8079
C -1.22627 1.58811 -7.30849 0.016 -0.029 0.001 -0.6733
C -0.34114 0.69443 -7.90024 -0.014 0.027 0.007 -0.9303
C -0.06661 -0.51800 -7.29249 0.005 0.012 0.048 -0.0004
C -0.80838 -2.17919 -3.56844 -0.022 -0.279 -0.247 -0.0200
C -0.42638 -1.29676 -2.56435 0.093 0.251 0.194 -0.4557
N -1.10729 -1.67196 -1.44613 0.251 -0.375 -0.815 1.1281
N -1.84515 -2.73300 -1.76896 -0.079 0.052 0.036 -0.1105
N -1.68157 -3.04937 -3.01409 0.041 0.038 -0.045 -0.9722
P 0.65583 0.13583 -2.35264 0.048 0.065 -0.025 1.1812
Se 0.98878 0.41738 -0.22044 -0.232 -0.050 -0.012 -0.2717
C 2.23109 -0.05552 -3.19737 0.068 -0.008 -0.018 0.3417
C 2.29140 -0.05905 -4.59170 -0.039 0.097 -0.001 0.1965
C 3.50818 -0.19466 -5.23483 0.009 0.017 0.022 -1.0279
C 4.67287 -0.32883 -4.49227 -0.007 -0.008 -0.005 -0.8046
C 4.62059 -0.32491 -3.10706 -0.028 -0.003 0.001 -0.7524
C 3.40418 -0.18760 -2.45615 -0.026 -0.052 -0.013 -0.9690
C -0.17297 1.59837 -3.01714 -0.070 -0.022 -0.129 0.3337
C 0.45540 2.49604 -3.87129 0.126 0.073 0.152 -0.1052
C -0.21999 3.63013 -4.30305 -0.025 0.001 0.025 -0.7607
C -1.52338 3.86477 -3.90038 0.017 -0.005 0.046 -0.6771
C -2.15864 2.96700 -3.04823 0.071 0.060 0.034 -0.6452
C -1.48123 1.84724 -2.60451 -0.105 -0.106 0.091 -0.0403
H 1.52918 -3.02148 -3.16066 0.000 -0.013 0.006 0.4046
H 3.85400 -3.78716 -3.19477 0.005 -0.003 0.023 0.4757
H 5.01000 -4.16692 -5.34677 0.025 -0.008 0.001 0.4284
H 3.78838 -3.83161 -7.47154 0.010 -0.001 -0.019 0.4544
H 1.44023 -3.14260 -7.44484 -0.050 0.018 -0.025 0.5631
H -2.02931 -0.18761 -4.55053 -0.009 -0.017 -0.049 0.6042
H -2.53325 1.94406 -5.64663 0.005 -0.033 -0.034 0.6488
H -1.45276 2.52736 -7.79449 -0.003 0.028 -0.012 0.4529
H 0.12078 0.93488 -8.84807 0.007 0.005 -0.021 0.4498
H 0.59480 -1.21409 -7.78627 0.048 -0.044 0.000 0.2209
H 1.39197 0.04860 -5.18313 0.016 0.031 0.034 0.4476
H 3.54326 -0.20284 -6.31565 -0.001 -0.002 -0.018 0.5413
H 5.62350 -0.43784 -4.99642 0.023 -0.001 -0.011 0.4306
H 5.52775 -0.42793 -2.52820 0.020 0.002 0.017 0.4549
H 3.36934 -0.18411 -1.37585 -0.009 0.011 0.030 0.3192
H 1.47737 2.34040 -4.18568 0.013 -0.052 -0.015 0.5417
H 0.28019 4.32819 -4.95940 0.012 0.019 -0.024 0.4648
H -2.04673 4.74629 -4.24497 -0.011 0.020 -0.005 0.4089
H -3.17459 3.14969 -2.72419 -0.023 -0.001 0.000 0.5020
H -1.98029 1.15813 -1.92906 0.037 -0.002 -0.085 0.0004
C 0.63215 1.94309 3.21601 -0.141 0.117 0.005 -1.7415
P -0.67469 0.66546 3.00068 0.511 0.181 0.247 1.6959
C -2.05655 1.44954 3.89507 0.012 0.034 -0.038 0.8067
C -2.38596 2.76579 3.55925 0.052 -0.038 -0.004 -0.6326
C -3.44435 3.40932 4.18432 -0.035 -0.005 0.080 -0.7872
C -4.19133 2.74081 5.14884 0.022 0.013 -0.032 -0.4961
C -3.87655 1.42978 5.47462 -0.002 -0.009 -0.032 -0.9574
C -2.81675 0.78413 4.85062 -0.038 -0.067 0.007 -0.6134
C -0.05258 -0.73252 3.98706 0.037 0.036 -0.024 0.9524
C 0.12067 -0.69459 5.36647 0.000 0.036 0.009 -0.2090
C 0.68601 -1.77251 6.02926 0.049 -0.031 -0.022 -1.0962
C 1.10696 -2.89059 5.32156 0.014 0.025 -0.004 -0.7088
C 0.96332 -2.93754 3.94198 -0.143 0.015 0.108 -1.1464
C 0.37052 -1.86670 3.29496 0.033 0.067 -0.172 -0.0247
P 2.33283 1.40366 2.73803 -0.018 -0.163 -0.070 0.3359
C 3.02947 0.81681 4.32360 -0.020 0.079 0.032 0.5915
C 3.01438 1.58730 5.48640 -0.042 -0.003 0.004 -0.6924
C 3.60871 1.12076 6.64502 0.012 -0.019 -0.005 -0.7454
C 4.24403 -0.11745 6.64944 -0.006 0.011 0.014 -0.5063
C 4.27777 -0.88225 5.49604 -0.032 -0.021 -0.002 -0.6274
C 3.66854 -0.41575 4.33684 -0.006 -0.064 0.026 -0.2376
C 3.17786 3.02134 2.60788 0.015 -0.015 0.001 0.9097
C 2.57981 4.26437 2.77796 0.012 0.049 -0.004 -0.2434
C 3.32644 5.43052 2.65333 -0.009 -0.022 0.006 -0.7573
C 4.67842 5.36516 2.36429 0.032 -0.009 -0.008 -0.4641
C 5.28627 4.12728 2.19132 -0.024 0.034 0.004 -0.6348
C 4.53999 2.96841 2.30621 0.006 0.010 -0.023 -0.7794
H 0.60106 2.35116 4.23068 -0.050 -0.018 -0.039 0.8751
H 0.36450 2.74601 2.52324 0.016 -0.023 0.008 0.7566
H -1.82062 3.30161 2.80567 0.030 -0.001 -0.003 0.1356
H -3.67598 4.43497 3.92783 -0.009 0.024 -0.003 0.4461
H -5.01028 3.24368 5.64526 -0.013 0.009 0.010 0.4362
H -4.45809 0.89855 6.21564 -0.012 -0.009 0.017 0.4937
H -2.60967 -0.25096 5.08737 0.004 0.039 0.025 0.2928
H -0.17925 0.18159 5.92855 -0.014 0.008 -0.005 0.5373
H 0.81365 -1.73370 7.10197 0.001 -0.003 0.031 0.4865
H 1.55463 -3.72395 5.84545 0.010 -0.011 0.011 0.4433
H 1.29465 -3.80106 3.38192 0.009 -0.010 -0.007 0.4994
H 0.29724 -1.92501 2.20042 0.150 0.021 0.189 0.2821
H 2.55224 2.56852 5.48103 0.000 0.012 -0.002 0.3791
H 3.59519 1.72635 7.54127 0.002 0.009 0.020 0.4424
H 4.72227 -0.47575 7.55139 -0.001 -0.005 0.014 0.4138
H 4.77799 -1.84159 5.49356 0.012 -0.016 0.005 0.4657
H 3.69459 -1.01287 3.43349 -0.008 -0.017 -0.028 0.3759
H 1.52782 4.34811 3.01624 0.007 0.014 0.022 0.3692
H 2.84645 6.39016 2.79006 -0.009 0.023 0.005 0.4118
H 5.25955 6.27284 2.27403 0.006 0.012 -0.007 0.3920
H 6.34129 4.06730 1.96198 0.031 0.004 0.001 0.4121
H 5.02198 2.00720 2.16582 -0.003 -0.024 0.002 0.3604
N -5.13378 2.44586 1.41178 0.019 -0.164 -0.046 -0.7287
N -4.75140 1.33943 0.68302 -0.087 0.075 0.120 1.0381
N -5.60225 0.62199 -0.01365 0.066 -0.038 -0.064 -1.0542
C -4.80209 -0.27529 -0.57898 -0.104 0.022 0.072 -0.3503
N -3.53292 -0.07897 -0.22254 0.043 0.247 0.057 -0.1613
N -3.52117 0.97545 0.58452 0.100 -0.019 -0.043 0.1151
H -6.12504 2.33573 1.60403 0.063 0.060 0.051 0.3335
H -4.57768 2.47100 2.27007 -0.101 0.020 -0.064 0.2726
H -5.14019 -1.06238 -1.22892 -0.020 -0.025 -0.026 0.5522
```
Positions in Å, forces in eV/Å.

Its total energy is -9256.03520 Eh. The calculation puts the frontier orbital gap at 7.1 eV. The net charge is +1. The calculation puts the energy above the lowest of the compared OMol25 structures with the same formula, charge and spin at 64.5 kJ/mol.